1.
A structure of composition C26H22LiN4O4, computed with the ωB97M-V functional and the def2-TZVPD basis.

Element x y z (Å)
1 Li -0.7503 0.5618 0.9678
2 C -3.1107 -2.4628 -1.5191
3 C -4.0682 -1.5842 -2.0164
4 C -3.8916 -0.2256 -1.8185
5 C -2.7655 0.2480 -1.1295
6 C -1.7814 -0.6028 -0.5740
7 C -2.0172 -1.9691 -0.8187
8 C -2.5956 1.7268 -0.9547
9 C -3.4253 2.6686 -1.6498
10 C -3.2497 4.0020 -1.4788
11 C -2.2378 4.4718 -0.6051
12 C -1.9828 5.8398 -0.3571
13 C -0.9855 6.2140 0.4988
14 C -0.2029 5.2277 1.1433
15 C -0.4284 3.8997 0.9181
16 C -1.4561 3.4908 0.0310
17 N -1.6421 2.1592 -0.1586
18 H -3.2333 -3.5323 -1.6694
19 H -4.9423 -1.9517 -2.5420
20 H -4.6572 0.4447 -2.1911
21 H -1.3103 -2.7025 -0.4313
22 H -4.1851 2.3124 -2.3274
23 H -3.8707 4.7171 -2.0088
24 H -2.5931 6.5852 -0.8557
25 H -0.7965 7.2625 0.6916
26 H 0.5807 5.5305 1.8270
27 H 0.1498 3.1293 1.4136
28 C 4.5230 -2.8129 0.2900
29 N 3.5644 -2.0501 -0.4964
30 N 2.4960 -1.5647 0.2710
31 C 2.1924 -0.2471 -0.1007
32 O 1.2364 0.3774 0.2973
33 C 3.2426 0.1115 -1.0460
34 C 4.0304 -0.9628 -1.2223
35 C 5.2668 -1.0959 -2.0438
36 C 1.5600 -2.4918 0.7978
37 C 0.8001 -2.1172 1.8982
38 C -0.1268 -3.0109 2.4115
39 C -0.2664 -4.2788 1.8641
40 C 0.5136 -4.6481 0.7780
41 C 1.4186 -3.7515 0.2288
42 H 4.0024 -3.6283 0.7878
43 H 5.0144 -2.1900 1.0457
44 H 5.2671 -3.2390 -0.3801
45 H 3.3072 1.0634 -1.5429
46 H 5.4309 -0.1772 -2.6026
47 H 5.1796 -1.9238 -2.7494
48 H 6.1449 -1.2752 -1.4210
49 H 0.9101 -1.1334 2.3328
50 H -0.7449 -2.6998 3.2432
51 H -0.9935 -4.9692 2.2711
52 H 0.4020 -5.6296 0.3341
53 H 2.0015 -4.0163 -0.6435
54 O -2.1597 0.7090 2.4302
55 N -1.2455 0.7270 3.2781
56 O -1.4602 0.7010 4.4786
57 O -0.0584 0.7635 2.8252

Forces on atoms 1 to 3 (eV/Å):
Li 0.0 -0.1 -0.7
C 0.0 0.0 0.0
C 0.0 0.0 0.0

Summary:
Total charge: -1
Frontier orbital gap, eV: 5.89
Energy above the lowest of the compared OMol25 structures with the same formula, charge and spin, eV: 0.000
E_HOMO, eV: -3.535

Mulliken atomic charge list, values in e, 2 entries: Li 0.736; C -0.752


2.
A structure of composition C26H22MnN8O2S2Se in a non-equilibrium geometry, computed with the ωB97M-V functional and the def2-TZVPD basis.

Element x y z (Å)
1 Mn 0.0744 0.7320 -0.2933
2 C -5.0410 2.0309 -1.3520
3 C -3.9007 2.9058 -0.9933
4 N -3.9160 4.1888 -0.8635
5 N -2.6300 4.5164 -0.5101
6 C -1.8037 3.4615 -0.4153
7 S -0.1879 3.3718 -0.0339
8 N -2.6282 2.4264 -0.7341
9 N -2.1696 1.1219 -0.7261
10 H -5.9174 2.6483 -1.5295
11 H -5.2580 1.3272 -0.5468
12 H -4.8253 1.4559 -2.2537
13 H -2.3757 5.4702 -0.3269
14 H -2.3706 0.6595 -1.6068
15 H -2.6308 0.5755 0.0081
16 O 2.6532 -6.4746 2.3901
17 C 2.2066 -5.2645 2.7931
18 O 2.1570 -5.0152 3.9620
19 C 1.8101 -4.2828 1.7345
20 C 1.1837 -3.1134 2.1503
21 C 0.8486 -2.1391 1.2350
22 C 1.1198 -2.2956 -0.1235
23 C 1.7269 -3.4805 -0.5419
24 C 2.0666 -4.4533 0.3772
25 N 0.7757 -1.2276 -0.9811
26 C 0.9887 -1.2813 -2.2297
27 C 0.7100 -0.1253 -3.0491
28 C 0.8875 -0.1523 -4.4301
29 C 0.5544 0.9531 -5.1816
30 C 0.0720 2.0771 -4.5248
31 C -0.0273 2.0438 -3.1458
32 N 0.2727 0.9720 -2.4126
33 H 2.5740 -6.5793 1.4370
34 H 0.9580 -2.9919 3.2000
35 H 0.3561 -1.2338 1.5520
36 H 1.9441 -3.6579 -1.5867
37 H 2.5587 -5.3435 0.0011
38 H 1.3793 -2.1725 -2.7128
39 H 1.2813 -1.0500 -4.8909
40 H 0.6704 0.9521 -6.2573
41 H -0.2144 2.9647 -5.0706
42 H -0.3410 2.9204 -2.5948
43 S 3.7993 1.5613 1.9873
44 C 4.2973 1.3527 0.3647
45 C 3.2455 1.1243 -0.4726
46 C 1.9751 1.1181 0.1790
47 C 2.1455 1.3365 1.5237
48 C 1.0226 1.3136 2.4360
49 C 1.1035 1.5336 3.8112
50 C -0.0419 1.4601 4.5765
51 C -1.2503 1.1612 3.9580
52 C -1.2554 0.9607 2.5937
53 N -0.1594 1.0403 1.8374
54 H 5.3485 1.4078 0.1215
55 H 3.3802 0.9700 -1.5379
56 H 2.0655 1.7523 4.2560
57 H 0.0008 1.6284 5.6451
58 H -2.1677 1.0714 4.5221
59 H -2.1793 0.7058 2.0885
60 Se -2.5085 -1.7285 0.1045
61 C -2.2875 -3.1508 1.1908
62 N -2.1260 -4.0595 1.8924

Forces on atoms 1 to 3 (eV/Å):
Mn -0.2 1.4 -0.6
C 0.0 0.0 0.0
C 0.1 -0.1 0.1

Summary:
Spin multiplicity: 2
<S²>: 0.87
Frontier orbital gap (alpha / beta), eV: 6.00 / 6.07
Energy above the lowest of the compared OMol25 structures with the same formula, charge and spin, eV: 0.294
E_HOMO (alpha / beta), eV: -7.241 / -7.303

Mulliken atomic charge list, values in e, 2 entries: Mn 0.005; C -1.232


3.
A structure of composition C26H22MoN6O3S, computed with the ωB97M-V functional and the def2-TZVPD basis.

Element x y z (Å)
1 Mo 0.3188 0.1055 -0.3033
2 C -1.7488 1.9427 1.4280
3 O -1.5829 0.7306 0.6735
4 C -2.6475 0.3307 -0.1363
5 C -3.8930 0.9275 -0.1208
6 C -4.8915 0.4192 -0.9433
7 C -4.6496 -0.6730 -1.7626
8 C -3.3996 -1.2707 -1.7690
9 C -2.3928 -0.7641 -0.9646
10 N -1.0718 -1.2940 -0.9065
11 N -0.9706 -2.5510 -1.0774
12 C 0.2029 -3.1570 -0.7716
13 C 1.1117 -2.6338 0.1811
14 O 0.9778 -1.4482 0.7294
15 C 2.1764 -3.4531 0.6494
16 C 2.3600 -4.7011 0.1588
17 C 1.4784 -5.2638 -0.8142
18 C 1.6767 -6.5642 -1.3137
19 C 0.8117 -7.0992 -2.2323
20 C -0.2805 -6.3434 -2.6806
21 C -0.4886 -5.0680 -2.2147
22 C 0.3839 -4.5049 -1.2682
23 H -2.5414 1.8142 2.1633
24 H -0.8029 2.1159 1.9311
25 H -1.9745 2.7692 0.7548
26 H -4.1042 1.7694 0.5213
27 H -5.8675 0.8844 -0.9341
28 H -5.4347 -1.0605 -2.3965
29 H -3.1848 -2.1272 -2.3929
30 H 2.8327 -3.0276 1.3962
31 H 3.1898 -5.3028 0.5094
32 H 2.5244 -7.1368 -0.9583
33 H 0.9680 -8.0998 -2.6114
34 H -0.9645 -6.7671 -3.4039
35 H -1.3272 -4.4878 -2.5722
36 O -0.2422 1.5933 -1.5550
37 N 0.0642 1.4955 -2.8638
38 C -0.6674 2.2431 -3.7218
39 C -0.3815 2.2360 -5.0532
40 C 0.6851 1.4477 -5.5108
41 C 1.4120 0.7015 -4.6220
42 C 1.0991 0.7090 -3.2513
43 S 1.9711 -0.1562 -2.0602
44 H -1.4604 2.8093 -3.2579
45 H -0.9760 2.8307 -5.7295
46 H 0.9298 1.4253 -6.5636
47 H 2.2359 0.0801 -4.9410
48 N 3.9040 4.2401 0.7168
49 C 3.2190 3.1870 1.2219
50 C 2.3880 2.3931 0.4079
51 N 1.7083 1.3790 0.9184
52 C 1.8397 1.1160 2.2303
53 C 2.6665 1.9005 3.0079
54 N 3.3479 2.9312 2.5217
55 H 3.9712 4.3888 -0.2727
56 H 4.5668 4.6991 1.3171
57 H 2.2853 2.5838 -0.6524
58 H 1.2982 0.2676 2.6242
59 H 2.7812 1.6980 4.0654

Forces on atoms 1 to 3 (eV/Å):
Mo 0.0 -0.2 0.1
C 0.0 0.0 0.0
O 0.0 0.0 0.0

Summary:
Spin multiplicity: 2
Total charge: +1
<S²>: 1.04
Frontier orbital gap (alpha / beta), eV: 6.74 / 6.21
Energy above the lowest of the compared OMol25 structures with the same formula, charge and spin, eV: 0.000
E_HOMO (alpha / beta), eV: -10.240 / -9.638

Mulliken atomic charge list, values in e, 2 entries: Mo 0.428; C -1.023


4.
The ion C26H22N2O3P with charge -1 in a non-equilibrium geometry, computed with the ωB97M-V functional and the def2-TZVPD basis.

Element x y z (Å)
1 C 0.0561 -1.5467 1.1135
2 C -1.1101 -1.6469 2.0808
3 C -1.0277 -1.2625 3.4182
4 N -1.0333 -0.8995 4.5515
5 C -2.3095 -2.1817 1.6552
6 N -3.3726 -2.4966 1.1951
7 C 0.2645 -2.7991 0.2828
8 C -0.6503 -3.1313 -0.7181
9 C -0.4909 -4.2381 -1.5455
10 C 0.5767 -5.1107 -1.3826
11 C 1.4352 -4.8746 -0.3020
12 C 1.3022 -3.7398 0.5220
13 H 1.0141 -1.1636 1.6096
14 H -1.4619 -2.4484 -0.8735
15 H -1.1833 -4.3826 -2.3698
16 H 0.6826 -5.9904 -2.0256
17 H 2.2953 -5.5774 -0.1441
18 H 2.0360 -3.5626 1.3412
19 C 1.9664 -2.4887 -3.4586
20 C 2.2557 -1.2930 -2.5628
21 O 1.1839 -1.1809 -1.5824
22 C 1.4322 -0.1849 -0.6883
23 C 0.2348 -0.1077 0.2030
24 P 0.3665 1.4337 1.1654
25 C 0.8667 2.9541 0.2510
26 C 0.7250 3.0774 -1.1285
27 C 1.0551 4.2773 -1.7656
28 C 1.5877 5.3352 -1.0143
29 C 1.7979 5.1984 0.3642
30 C 1.4510 3.9976 0.9985
31 C -1.4427 1.8205 1.4381
32 C -2.2898 2.0718 0.3586
33 C -3.6313 2.2879 0.6179
34 C -4.1481 2.1715 1.9014
35 C -3.2912 1.8756 2.9729
36 C -1.9416 1.7389 2.7438
37 O 1.1819 1.1561 2.4063
38 O 2.5198 0.3643 -0.6276
39 H 2.7361 -2.5529 -4.2537
40 H 1.9986 -3.4733 -2.9274
41 H 0.9924 -2.3882 -4.0090
42 H 3.1885 -1.4467 -2.0062
43 H 2.2209 -0.3770 -3.1705
44 H -0.7194 -0.1975 -0.3330
45 H 0.3400 2.2434 -1.7115
46 H 0.9253 4.4212 -2.8387
47 H 1.8771 6.2795 -1.5050
48 H 2.2447 6.0250 0.9353
49 H 1.6250 3.8288 2.0576
50 H -1.8998 2.0842 -0.6668
51 H -4.3057 2.5164 -0.1977
52 H -5.2025 2.3227 2.1082
53 H -3.6951 1.7331 3.9687
54 H -1.2290 1.5287 3.5480

Forces on atoms 1 to 3 (eV/Å):
C 2.7 2.0 1.4
C 1.4 0.2 -0.6
C 0.1 1.2 3.1

Summary:
Total charge: -1
Frontier orbital gap, eV: 6.32
E_HOMO, eV: -3.721

Mulliken atomic charge list, values in e, 2 entries: C -0.743; C 0.096


Number 1: total energy -1531.4853 Ha, M 461.427 g/mol. Number 2: total energy -5941.2960 Ha, M 676.548 g/mol. Number 3: total energy -2024.4335 Ha, M 594.508 g/mol. Number 4: total energy -1680.5967 Ha, M 441.447 g/mol.